# 1
Density functional theory data (ωB97M-V/def2-TZVPD) for a cluster of 11 separate species, C54H107F24N7O2P4 in total.

Atoms and positions in Å:
C1 -3.9263 -0.9109 -1.1581
C2 -3.6915 0.1358 -2.1988
C3 -4.3850 1.4484 -1.8118
N1 -4.0023 2.7845 -2.4265
C4 -2.6132 3.1533 -1.9604
C5 -4.9584 3.7688 -1.9576
C6 -4.7914 5.0232 -2.8635
C7 -4.2401 4.3708 -4.2597
C8 -3.9464 2.8758 -3.9119
H1 -4.8571 -1.4959 -1.2782
H2 -4.1341 -0.4001 -0.2245
H3 -3.1062 -1.6908 -1.1018
H4 -4.0912 -0.1992 -3.1819
H5 -2.5895 0.2493 -2.3459
H6 -4.2745 1.6381 -0.7441
H7 -5.4853 1.2995 -1.9137
H8 -2.4579 3.1070 -0.8771
H9 -2.3738 4.1374 -2.3125
H10 -1.9207 2.4558 -2.5153
H11 -4.7837 3.9729 -0.8743
H12 -5.9816 3.4185 -2.1128
H13 -4.0568 5.7482 -2.4871
H14 -5.6857 5.6230 -2.9611
H15 -3.3064 4.8199 -4.4889
H16 -4.9192 4.5416 -5.0537
H17 -3.0339 2.5056 -4.3447
H18 -4.7737 2.3005 -4.2485
C9 -1.3279 0.9939 0.7646
C10 0.0486 1.2056 0.1585
C11 0.4622 -0.0126 -0.6009
N2 1.7643 -0.0326 -1.3529
C12 1.7183 -1.2739 -2.2051
C13 2.9388 -0.0010 -0.4225
C14 3.8529 1.1561 -0.8719
C15 2.8086 2.1464 -1.4132
C16 1.8679 1.2877 -2.1688
H19 -1.2126 0.0646 1.3697
H20 -2.1278 0.6782 0.0853
H21 -1.7541 1.8087 1.3658
H22 0.7187 1.4562 1.0081
H23 -0.0063 2.0944 -0.4408
H24 -0.3115 -0.1759 -1.4112
H25 0.4889 -0.8551 0.0622
H26 1.1118 -1.1496 -3.0759
H27 1.2933 -2.1502 -1.6475
H28 2.7295 -1.3858 -2.5483
H29 3.3728 -0.9771 -0.3042
H30 2.5599 0.3435 0.5359
H31 4.5995 0.9487 -1.6159
H32 4.3845 1.4201 0.0725
H33 3.2343 2.8775 -2.1142
H34 2.3278 2.7697 -0.7011
H35 2.3921 1.0236 -3.1468
H36 0.9468 1.7618 -2.3772
C17 1.9596 -6.6297 6.5736
C18 1.2774 -6.4989 5.2187
C19 2.1937 -5.7263 4.2187
N3 1.8612 -5.9747 2.7778
C20 0.3973 -5.8726 2.5197
C21 2.4068 -7.3069 2.2601
C22 3.6587 -6.9895 1.4876
C23 3.9094 -5.4833 1.5895
C24 2.5517 -4.9397 1.9306
H37 2.8089 -7.2764 6.4612
H38 1.2985 -7.2254 7.2006
H39 2.1926 -5.6550 7.0006
H40 0.3275 -5.9004 5.3053
H41 1.0854 -7.4914 4.6814
H42 3.2370 -5.9591 4.4404
H43 2.1033 -4.6640 4.3493
H44 0.0735 -4.8211 2.6426
H45 -0.1109 -6.4915 3.2280
H46 0.2337 -6.1673 1.4667
H47 1.6448 -7.7909 1.5797
H48 2.5910 -8.0147 3.0588
H49 3.4782 -7.2094 0.4288
H50 4.4890 -7.5940 1.8567
H51 4.2444 -5.0235 0.6460
H52 4.6210 -5.3186 2.4056
H53 1.9581 -4.7105 1.0568
H54 2.5630 -4.0575 2.5590
C25 -2.1231 -3.6340 -6.7000
C26 -1.6279 -4.6816 -5.7742
C27 -2.0031 -6.0270 -6.4396
N4 -1.6256 -7.3378 -5.6788
C28 -2.0544 -7.2804 -4.2391
C29 -0.1208 -7.5874 -5.8123
C30 0.0348 -8.9729 -5.3294
C31 -1.1914 -9.6888 -5.9697
C32 -2.1351 -8.5786 -6.3425
H55 -1.6219 -3.6904 -7.7099
H56 -1.8837 -2.5832 -6.3824
H57 -3.1878 -3.6543 -6.8834
H58 -2.0366 -4.5247 -4.7673
H59 -0.5231 -4.6187 -5.6599
H60 -1.6540 -6.1189 -7.4703
H61 -3.0978 -6.0718 -6.4590
H62 -1.6882 -8.2134 -3.8284
H63 -3.1415 -7.1762 -4.2159
H64 -1.5068 -6.5101 -3.7712
H65 0.3609 -6.8682 -5.1463
H66 0.1380 -7.5160 -6.8427
H67 0.1140 -9.0676 -4.2509
H68 1.0400 -9.4118 -5.6889
H69 -1.7225 -10.3479 -5.2423
H70 -0.8931 -10.2580 -6.8719
H71 -3.1654 -8.7817 -6.1494
H72 -2.1976 -8.3297 -7.4022
C33 3.4767 5.5777 -3.1662
C34 2.9422 6.3528 -1.9337
C35 3.7702 7.5882 -1.5390
N5 3.4113 8.4064 -0.3460
C36 1.9524 8.8179 -0.2353
C37 4.2973 9.5842 -0.2352
C38 5.7281 9.0742 0.1675
C39 5.4086 7.7977 1.0078
C40 3.8999 7.5843 0.8736
H73 3.6529 6.2930 -3.9540
H74 2.7381 4.8950 -3.4263
H75 4.3869 5.0318 -3.0249
H76 2.9000 5.6477 -1.0607
H77 1.9143 6.5590 -2.0554
H78 3.7594 8.2537 -2.3960
H79 4.8443 7.2933 -1.3872
H80 1.8721 9.6508 0.4584
H81 1.3738 7.9785 0.1455
H82 1.4799 9.0303 -1.1594
H83 3.8298 10.2585 0.5178
H84 4.3050 10.1767 -1.2199
H85 6.2327 9.8561 0.7377
H86 6.3395 8.7977 -0.7913
H87 5.6244 7.8208 2.0745
H88 5.9142 6.9233 0.6090
H89 3.3522 7.9024 1.7274
H90 3.6307 6.5693 0.7356
C41 -5.9957 3.7335 6.8403
N6 -4.6391 3.1959 6.7032
C42 -4.3722 2.5034 5.5943
C43 -3.1165 2.1109 5.3884
C44 -2.0746 2.4604 6.2520
C45 -2.3829 3.0993 7.4352
C46 -3.7015 3.5120 7.6228
C47 -0.7384 1.9122 5.9171
C48 -0.0082 2.2648 4.7589
C49 1.1677 1.6397 4.4500
N7 1.6351 0.8201 5.3251
C50 1.0326 0.4942 6.4530
C51 -0.1310 1.0835 6.8517
C52 2.9733 0.2039 4.9519
H91 -6.6485 3.0185 7.4159
H92 -6.4566 4.0153 5.8839
H93 -6.0695 4.6887 7.3897
H94 -5.1859 2.2785 4.9446
H95 -2.8914 1.6907 4.4444
H96 -1.5992 3.3986 8.0830
H97 -3.9709 4.0804 8.5029
H98 -0.4498 3.0334 4.1216
H99 1.7814 1.8812 3.6346
H100 1.6289 -0.1351 7.0662
H101 -0.6241 0.8700 7.7866
H102 3.7457 0.9991 5.1367
H103 3.0564 -0.0132 3.8619
H104 3.1678 -0.6435 5.5794
P1 -0.6139 -2.0238 4.2344
F1 -0.0672 -0.5988 3.8232
F2 -0.4218 -1.6317 5.7749
F3 -2.1027 -1.4588 4.2176
F4 -1.1556 -3.4399 4.6605
F5 -0.7362 -2.4046 2.6966
F6 0.8880 -2.5919 4.2477
P2 -4.5294 4.2430 2.2633
F7 -5.3862 3.1670 3.1728
F8 -3.8184 2.9952 1.4515
F9 -5.6938 4.2134 1.1031
F10 -3.6850 5.3312 1.4754
F11 -5.2219 5.4845 3.0283
F12 -3.4075 4.1610 3.4493
P3 3.4880 3.9575 2.0906
F13 4.5423 2.9899 2.8005
F14 2.5282 2.6853 1.7963
F15 2.7147 4.2168 3.4379
F16 2.4160 4.8545 1.1802
F17 4.3564 5.3036 2.3624
F18 4.2581 3.7536 0.7040
P4 0.7858 -5.7299 -1.8709
F19 0.5949 -5.0348 -3.3718
F20 2.3948 -5.8388 -2.1166
F21 0.9898 -4.2172 -1.2577
F22 1.0233 -6.3934 -0.3991
F23 -0.8444 -5.6686 -1.6087
F24 0.6442 -7.2162 -2.5415
C53 -0.8847 0.3523 -6.2863
C54 -0.8097 0.3866 -4.7859
O1 -0.7145 -0.6917 -4.1492
O2 -0.8835 1.6108 -4.3702
H105 -1.8266 -0.0910 -6.6557
H106 -0.1189 -0.3123 -6.6264
H107 -0.9091 1.3385 -6.7562

The highest occupied orbital energy comes out at -10.91 eV. As for the largest force on an atom: 3.83 eV/A. The value obtained for the electronic energy is -6418.0840 hartree. The gap between HOMO and LUMO comes out at 6.17 eV. Its charge is +2.

---

# 2
Density functional theory data (ωB97M-V/def2-TZVPD) for a cluster of 18 separate species, C54H108O18 in total.

Atoms and positions in Å:
C1 -7.1073 -18.6707 9.5472
C2 -7.3715 -17.3465 10.1563
O1 -6.5147 -16.7817 10.8030
C3 -8.6848 -16.6849 9.8590
H1 -6.1327 -19.1012 9.7755
H2 -7.1704 -18.4738 8.4592
H3 -7.9423 -19.3707 9.7393
H4 -8.6611 -16.2514 8.8514
H5 -8.9196 -15.9122 10.5932
H6 -9.5389 -17.3827 9.7531
C4 -2.9676 -18.7392 11.3661
C5 -3.3826 -20.0519 11.9659
O2 -4.2613 -20.7192 11.4721
C6 -2.6714 -20.5216 13.2559
H7 -1.9252 -18.5124 11.6668
H8 -3.5706 -17.9509 11.8251
H9 -3.1100 -18.6663 10.2645
H10 -3.2464 -21.2663 13.7522
H11 -2.5620 -19.6513 13.9533
H12 -1.6652 -20.8120 12.9760
C7 -11.1559 -21.3509 2.7009
C8 -12.6434 -21.2488 2.5093
O3 -13.2643 -22.2823 2.4542
C9 -13.2820 -19.9286 2.2590
H13 -10.5896 -22.0301 2.0664
H14 -11.0781 -21.8610 3.6909
H15 -10.6932 -20.3825 2.8481
H16 -12.7686 -19.1070 2.7377
H17 -14.3462 -19.9724 2.4055
H18 -13.0012 -19.6814 1.2347
C10 -13.4771 -17.2553 10.8483
C11 -12.1715 -16.5172 11.1215
O4 -11.6798 -15.6980 10.3624
C12 -11.5184 -16.9272 12.4211
H19 -13.2783 -18.3080 10.7423
H20 -13.9578 -16.9133 9.9200
H21 -14.0878 -17.1467 11.7395
H22 -12.2937 -17.0122 13.2143
H23 -10.8315 -16.1614 12.7778
H24 -11.0115 -17.9051 12.3555
C13 -12.1793 -20.4064 13.7662
C14 -13.4877 -20.2324 14.5027
O5 -14.0746 -19.1965 14.6789
C15 -14.1514 -21.5063 15.0284
H25 -11.7759 -19.5399 13.2641
H26 -12.3944 -21.0896 12.9863
H27 -11.3754 -20.9162 14.2791
H28 -15.1943 -21.3388 15.2670
H29 -13.6638 -21.7812 15.9873
H30 -14.0382 -22.3954 14.4010
C16 -17.9218 -16.8282 8.5448
C17 -16.8762 -17.9226 8.2558
O6 -15.6864 -17.6736 8.3584
C18 -17.3572 -19.2721 7.8188
H31 -18.5049 -16.6399 7.6308
H32 -17.3705 -15.9480 8.8350
H33 -18.5762 -17.1619 9.3304
H34 -18.1869 -19.5811 8.4136
H35 -16.5279 -20.0091 7.9980
H36 -17.6342 -19.3267 6.7778
C19 -11.5576 -23.9897 16.0638
C20 -10.8572 -25.1536 15.3093
O7 -10.3381 -26.0943 15.9433
C21 -10.9715 -25.1820 13.7730
H37 -12.5492 -23.8149 15.6974
H38 -11.0251 -23.0379 15.9545
H39 -11.5608 -24.2573 17.1283
H40 -12.0094 -25.5237 13.6521
H41 -10.2676 -25.8991 13.3375
H42 -10.9960 -24.1783 13.3670
C22 -10.8915 -19.5274 17.1058
C23 -10.8268 -18.0271 17.1693
O8 -10.0847 -17.4795 17.9500
C24 -11.7206 -17.2661 16.2664
H43 -9.9222 -19.8806 16.8102
H44 -11.5483 -19.8846 16.3192
H45 -11.1546 -19.9177 18.1023
H46 -11.4620 -16.2083 16.4079
H47 -12.7625 -17.5465 16.4193
H48 -11.5710 -17.6150 15.2229
C25 -12.6900 -20.8371 9.9059
C26 -11.1905 -20.8505 10.2885
O9 -10.5740 -19.8180 10.2974
C27 -10.5355 -22.1636 10.4761
H49 -13.0676 -21.7299 9.4183
H50 -12.9571 -20.0377 9.2318
H51 -13.2021 -20.7550 10.8259
H52 -11.2800 -22.8266 10.9616
H53 -9.5363 -22.1042 10.8934
H54 -10.4984 -22.5904 9.4616
C28 -11.9749 -17.6653 7.1654
C29 -12.3913 -18.5548 6.0710
O10 -11.9562 -18.4899 4.9352
C30 -13.4487 -19.6056 6.3770
H55 -11.6197 -18.1807 8.0623
H56 -12.8960 -17.1220 7.4474
H57 -11.2721 -16.9555 6.7948
H58 -13.0195 -20.5837 6.1623
H59 -14.2820 -19.4910 5.6793
H60 -13.7445 -19.4405 7.4190
C31 -8.0533 -20.0440 12.4739
C32 -8.1890 -21.1325 13.4629
O11 -9.2704 -21.7508 13.6158
C33 -6.9482 -21.4450 14.2782
H61 -8.8265 -20.0300 11.7364
H62 -7.0746 -20.0598 12.0145
H63 -8.2388 -19.0668 13.0137
H64 -6.3765 -20.5239 14.5708
H65 -6.2645 -22.0925 13.6689
H66 -7.2326 -22.0710 15.1176
C34 -8.2288 -22.0165 7.4051
C35 -9.3604 -21.1731 6.8146
O12 -10.5466 -21.3830 6.9569
C36 -8.9009 -19.8171 6.1837
H67 -8.5763 -22.9227 7.9132
H68 -7.6744 -21.3603 8.1130
H69 -7.5546 -22.2755 6.5546
H70 -8.2126 -19.8687 5.3315
H71 -8.3296 -19.3218 6.9641
H72 -9.7831 -19.1954 5.9766
C37 -15.6578 -23.3862 10.6551
C38 -14.3604 -23.8696 11.2069
O13 -13.6301 -23.1377 11.8657
C39 -13.9764 -25.2925 10.9087
H73 -16.3986 -24.1348 10.8314
H74 -15.6159 -23.2738 9.5666
H75 -15.9543 -22.4457 11.1112
H76 -14.6359 -25.9274 11.5159
H77 -12.9224 -25.4640 11.1624
H78 -14.2106 -25.5179 9.8680
C40 -5.4086 -22.8163 9.2517
C41 -6.6441 -23.1184 10.0428
O14 -7.2310 -22.2304 10.6175
C42 -7.2738 -24.5057 10.0157
H79 -4.6197 -23.5251 9.4676
H80 -5.0030 -21.8469 9.4644
H81 -5.6603 -22.9925 8.1928
H82 -7.5570 -24.8103 11.0195
H83 -6.6090 -25.2368 9.6256
H84 -8.1532 -24.5110 9.3765
C43 -12.0054 -24.0369 6.1255
C44 -10.6308 -24.4937 6.5930
O15 -10.3495 -24.5607 7.7606
C45 -9.6525 -24.9255 5.4956
H85 -11.8719 -22.9938 5.9866
H86 -12.7839 -24.2179 6.8981
H87 -12.3444 -24.4879 5.1824
H88 -9.6627 -24.2558 4.6306
H89 -9.9490 -25.9228 5.1530
H90 -8.6416 -24.9449 5.8650
C46 -9.6983 -29.7222 7.0818
C47 -9.9139 -29.1418 8.4345
O16 -10.7119 -29.5857 9.2208
C48 -9.0984 -27.9451 8.7807
H91 -8.7016 -29.6308 6.6243
H92 -10.4177 -29.1739 6.4911
H93 -9.9756 -30.7769 7.1633
H94 -8.0608 -28.2575 8.7095
H95 -9.3803 -27.4948 9.7511
H96 -9.3257 -27.2400 7.9833
C49 -15.0815 -22.5616 4.8786
C50 -16.0101 -22.8685 6.0356
O17 -15.5751 -22.9703 7.1787
C51 -17.4602 -23.0852 5.6950
H97 -14.0118 -22.5767 5.0247
H98 -15.2409 -21.5003 4.6176
H99 -15.3098 -23.0755 3.9239
H100 -17.8562 -22.3888 4.9484
H101 -18.0627 -23.1675 6.5793
H102 -17.6456 -24.0293 5.2094
C52 -14.3191 -27.2414 5.7561
C53 -13.2744 -27.5950 6.8101
O18 -12.1525 -27.0949 6.7969
C54 -13.6497 -28.6108 7.8073
H103 -15.3182 -27.0250 6.1304
H104 -14.4467 -27.9971 5.0036
H105 -14.0427 -26.3817 5.1620
H106 -14.4259 -28.1698 8.4539
H107 -12.8317 -28.9682 8.4196
H108 -14.1015 -29.4864 7.3511

The energy above the lowest of the compared OMol25 structures with the same formula, charge and spin comes out at 8.1 kcal/mol. The highest occupied orbital energy comes out at -9.11 eV. As for the largest force on an atom: 3.06 eV/A. The value obtained for the electronic energy is -3476.6131 hartree. The gap between HOMO and LUMO comes out at 9.31 eV.